[1]
C19H50N2O10 | wB97M-V/def2-TZVPD

XYZ file:
```
81
Properties=species:S:1:pos:R:3
C -0.51 2.46 0.86
C -0.30 2.27 2.37
C -1.07 1.10 2.96
O -0.61 -0.19 2.54
C 0.48 -0.68 3.27
C 1.44 -1.49 2.36
C 0.87 -2.83 2.06
N 0.47 -3.86 1.81
C 1.83 -0.75 1.05
C 0.82 -0.95 -0.01
N 0.05 -1.10 -0.81
C 3.25 -1.16 0.54
O 3.19 -2.04 -0.56
C 3.93 -1.62 -1.71
C 3.13 -0.63 -2.56
H -0.46 1.50 0.33
H -1.48 2.93 0.67
H 0.27 3.12 0.45
H 0.78 2.20 2.60
H -0.64 3.19 2.88
H -1.06 1.15 4.06
H -2.12 1.16 2.65
H 0.13 -1.37 4.07
H 1.04 0.14 3.76
H 2.37 -1.68 2.93
H 1.84 0.33 1.28
H 3.80 -0.25 0.27
H 3.79 -1.65 1.36
H 4.13 -2.52 -2.29
H 4.88 -1.17 -1.39
H 2.89 0.28 -1.99
H 3.70 -0.36 -3.46
H 2.18 -1.08 -2.85
C -2.82 -0.19 -3.19
O -2.63 0.33 -1.89
H -3.78 0.18 -3.55
H -2.04 0.16 -3.87
H -2.84 -1.28 -3.19
H -1.78 0.02 -1.57
C 4.82 -5.58 -1.55
O 3.54 -5.03 -1.81
H 5.12 -6.13 -2.44
H 5.57 -4.81 -1.35
H 4.79 -6.28 -0.70
H 3.27 -4.53 -1.03
C -4.49 2.82 -0.06
O -3.59 3.86 0.29
H -4.68 2.24 0.85
H -5.44 3.22 -0.42
H -4.07 2.15 -0.81
H -3.42 4.38 -0.51
C -4.60 2.65 -5.68
O -4.39 3.15 -4.37
H -5.56 3.02 -6.03
H -3.82 3.00 -6.37
H -4.62 1.56 -5.69
H -3.54 2.82 -4.06
C -2.83 -5.34 3.04
O -2.59 -4.88 1.72
H -3.81 -5.82 3.04
H -2.09 -6.08 3.35
H -2.85 -4.52 3.76
H -1.73 -4.45 1.71
C 3.27 -6.12 2.05
O 1.95 -6.61 1.99
H 3.94 -6.95 1.85
H 3.45 -5.34 1.29
H 3.52 -5.70 3.03
H 1.36 -5.87 2.16
C 2.67 5.45 3.19
O 1.38 5.06 2.72
H 3.37 4.68 2.88
H 2.99 6.40 2.75
H 2.69 5.54 4.28
H 0.75 5.74 2.97
C -3.15 6.61 -3.24
O -2.87 5.74 -2.14
H -4.10 6.29 -3.67
H -3.23 7.64 -2.89
H -2.37 6.54 -4.00
H -2.03 6.01 -1.76
```

- Highest occupied orbital energy: -9.6 eV
- SMILES string: CCCOC[C@@H](C#N)[C@H](C#N)COCC.CO.CO.CO.CO.CO.CO.CO.CO
- Energy above the lowest of the compared OMol25 structures with the same formula, charge and spin: 17.4 kcal per mole
- Gap between HOMO and LUMO: 9.719 eV
- F_max: 2.56 eV Å⁻¹


[2]
C19H51N3O6Y | wB97M-V/def2-TZVPD

XYZ file:
```
80
Properties=species:S:1:pos:R:3
Y 0.20 0.04 -0.53
C 2.84 -2.82 1.74
C 2.04 -1.62 2.26
C 2.97 -0.61 2.93
O 1.33 -1.05 1.19
H 3.47 -3.12 2.59
H 3.48 -2.57 0.90
H 2.18 -3.65 1.52
H 1.35 -1.97 3.05
H 3.71 -0.18 2.25
H 3.52 -1.07 3.75
H 2.47 0.26 3.37
C 1.13 -3.94 -1.58
C 0.20 -3.06 -2.41
C -1.24 -3.60 -2.36
O 0.28 -1.72 -2.02
H 2.16 -3.61 -1.64
H 1.08 -4.92 -2.08
H 0.77 -4.05 -0.56
H 0.56 -3.08 -3.45
H -1.88 -2.89 -2.88
H -1.62 -3.68 -1.34
H -1.32 -4.56 -2.88
C 0.47 0.82 -4.08
O 0.43 1.37 -2.76
H 1.00 1.46 -4.79
H 1.10 -0.07 -4.06
H -0.49 0.45 -4.45
H 0.31 2.31 -2.92
C -2.92 -0.18 -2.95
C -2.97 0.21 -1.48
C -3.05 -0.93 -0.45
O -1.73 -1.25 0.08
C -1.80 -2.21 1.14
N -1.87 1.11 -1.05
H -1.96 -0.66 -3.17
H -3.03 0.69 -3.60
H -3.75 -0.85 -3.18
H -3.82 0.91 -1.42
H -3.43 -1.84 -0.90
H -3.70 -0.58 0.36
H -2.73 -2.17 1.71
H -0.99 -1.98 1.84
H -1.57 -3.19 0.73
H -1.95 1.87 -1.72
H -2.29 1.53 -0.22
C 3.07 3.84 0.22
C 2.50 2.67 -0.61
C 3.35 1.41 -0.49
O 2.59 0.39 -1.11
C 3.43 -0.65 -1.58
N 1.09 2.43 -0.12
H 4.12 4.00 -0.03
H 3.03 3.62 1.29
H 2.45 4.72 0.04
H 2.44 2.98 -1.65
H 3.52 1.14 0.56
H 4.30 1.59 -0.99
H 2.87 -1.43 -2.09
H 4.06 -1.04 -0.78
H 4.08 -0.29 -2.39
H 0.55 3.14 -0.60
H 1.14 2.77 0.83
C -1.34 0.32 4.04
C -1.74 0.80 2.66
C -2.66 2.03 2.74
O -3.24 2.36 1.51
C -3.92 3.59 1.51
N -0.53 0.95 1.78
H -0.65 1.01 4.53
H -0.84 -0.64 4.02
H -2.23 0.19 4.67
H -2.46 0.12 2.19
H -2.17 2.91 3.17
H -3.44 1.75 3.46
H -4.47 3.78 2.43
H -4.63 3.67 0.69
H -3.23 4.43 1.35
H -0.07 1.83 2.03
H 0.06 0.27 2.27
```

- Highest occupied orbital energy: -10.3 eV
- Energy above the lowest of the compared OMol25 structures with the same formula, charge and spin: 15.8 kcal per mole
- Charge: +1
- Gap between HOMO and LUMO: 7.579 eV
- F_max: 3.84 eV Å⁻¹


[3]
C19H52IN16O38PS | wB97M-V/def2-TZVPD

XYZ file:
```
128
Properties=species:S:1:pos:R:3
O 2.89 2.78 0.80
C 2.04 3.80 0.93
I 2.65 5.74 1.85
C 0.45 3.73 0.44
O 0.26 2.92 -0.79
C -1.15 2.43 -0.67
O -1.31 1.13 -0.31
O -2.32 3.27 -0.99
P -3.13 3.85 0.44
O -3.02 2.81 1.83
O -4.81 4.14 -0.04
S -2.47 5.63 1.04
H 0.17 4.84 0.14
H -0.26 3.28 1.27
H -3.21 3.41 2.64
H -5.38 3.41 0.33
C 3.09 -0.31 2.39
N 3.16 -0.16 3.87
O 4.22 -0.46 4.42
O 2.14 0.26 4.43
H 4.05 -0.69 2.03
H 2.29 -1.03 2.17
H 2.87 0.67 1.96
C 7.00 -1.52 4.51
N 8.40 -1.50 4.00
O 8.63 -2.09 2.94
O 9.23 -0.89 4.69
H 6.38 -2.09 3.81
H 7.01 -2.00 5.49
H 6.66 -0.49 4.58
C 10.76 -3.44 1.01
N 10.44 -4.42 -0.06
O 10.30 -3.99 -1.21
O 10.34 -5.61 0.28
H 10.81 -2.44 0.56
H 9.95 -3.49 1.75
H 11.72 -3.72 1.44
C 1.34 -4.73 1.97
N 1.98 -3.39 1.83
O 3.20 -3.33 1.98
O 1.23 -2.44 1.58
H 2.11 -5.47 2.19
H 0.62 -4.66 2.79
H 0.85 -4.96 1.02
C -7.54 6.56 1.87
N -7.87 5.12 2.04
O -6.96 4.31 1.82
O -9.02 4.85 2.39
H -6.49 6.65 1.56
H -8.20 6.96 1.10
H -7.69 7.06 2.83
C -2.20 -3.42 3.49
N -2.48 -4.87 3.35
O -3.36 -5.35 4.07
O -1.81 -5.49 2.51
H -2.86 -3.01 4.26
H -1.15 -3.32 3.79
H -2.39 -2.95 2.53
C -7.45 2.40 -2.53
N -7.38 2.55 -1.05
O -6.32 2.26 -0.50
O -8.40 2.97 -0.49
H -6.49 2.03 -2.89
H -8.24 1.69 -2.75
H -7.66 3.38 -2.96
C -0.12 2.13 4.47
N -0.35 3.57 4.17
O 0.26 4.40 4.85
O -1.14 3.83 3.25
H 0.59 2.05 5.29
H -1.08 1.70 4.74
H 0.28 1.67 3.56
C -10.70 -0.83 -4.28
N -10.06 0.50 -4.42
O -8.83 0.56 -4.27
O -10.80 1.46 -4.68
H -9.93 -1.57 -4.06
H -11.42 -0.77 -3.47
H -11.19 -1.06 -5.23
C 11.08 -4.73 -3.90
N 11.30 -4.82 -5.37
O 12.31 -4.27 -5.83
O 10.45 -5.43 -6.03
H 11.90 -4.16 -3.46
H 10.13 -4.23 -3.74
H 11.07 -5.75 -3.51
C -3.38 4.47 7.08
N -3.70 3.49 6.01
O -3.84 3.92 4.86
O -3.80 2.30 6.35
H -3.33 5.47 6.63
H -4.19 4.42 7.82
H -2.42 4.19 7.51
C -3.24 -4.69 -0.85
N -1.84 -4.66 -1.35
O -1.61 -5.25 -2.42
O -1.01 -4.06 -0.67
H -3.86 -5.25 -1.55
H -3.23 -5.17 0.13
H -3.58 -3.65 -0.78
C 9.35 -5.12 -9.25
N 8.73 -5.86 -10.38
O 9.34 -5.88 -11.45
O 7.63 -6.39 -10.16
H 10.31 -4.71 -9.59
H 8.67 -4.32 -8.96
H 9.51 -5.83 -8.44
C 12.77 -0.77 -5.86
N 13.24 0.07 -4.73
O 13.53 1.24 -4.98
O 13.30 -0.47 -3.62
H 12.77 -0.17 -6.77
H 13.47 -1.61 -5.95
H 11.76 -1.12 -5.63
C -6.84 6.91 7.84
N -5.44 6.93 7.33
O -5.21 6.35 6.26
O -4.61 7.54 8.02
H -7.46 6.35 7.14
H -6.83 6.43 8.82
H -7.18 7.95 7.91
C -13.33 -1.30 -8.52
N -12.86 -0.45 -7.38
O -12.57 0.72 -7.63
O -12.80 -1.00 -6.27
H -13.33 -0.69 -9.43
H -12.63 -2.14 -8.61
H -14.34 -1.64 -8.28
```

- Highest occupied orbital energy: -8.8 eV
- Energy above the lowest of the compared OMol25 structures with the same formula, charge and spin: 123.7 kcal per mole
- Gap between HOMO and LUMO: 8.113 eV
- F_max: 9.59 eV Å⁻¹


[4]
C19H52N6O6P | wB97M-V/def2-TZVPD

XYZ file:
```
84
Properties=species:S:1:pos:R:3
C -3.85 -0.94 1.68
C -4.82 -0.94 0.54
N -5.02 -1.84 -0.32
C -5.68 0.32 0.37
P -7.39 0.10 0.81
O -7.97 -1.28 0.47
N -9.53 -1.97 1.06
O -9.33 -2.62 1.92
H -4.37 -1.03 2.64
H -3.28 -0.01 1.71
H -3.14 -1.76 1.59
H -4.42 -2.65 -0.19
H -5.33 1.15 0.99
H -5.65 0.65 -0.67
H -7.55 0.34 2.18
H -8.14 1.11 0.19
C -4.49 3.93 -4.53
C -3.66 3.75 -3.26
C -4.10 2.56 -2.41
O -5.31 2.75 -1.68
C -6.50 2.48 -2.40
N -3.62 5.01 -2.53
H -5.46 4.37 -4.30
H -3.98 4.62 -5.20
H -4.64 2.99 -5.05
H -2.63 3.52 -3.56
H -3.34 2.37 -1.64
H -4.19 1.65 -3.03
H -6.38 1.61 -3.04
H -6.86 3.31 -3.01
H -7.26 2.27 -1.65
H -2.95 4.97 -1.76
H -4.52 5.20 -2.11
C 2.04 -1.80 -0.44
C 1.60 -1.42 0.97
C 0.11 -1.63 1.25
O -0.75 -0.67 0.65
C -1.09 -0.91 -0.70
N 2.05 -0.07 1.27
H 1.73 -1.04 -1.16
H 3.12 -1.88 -0.48
H 1.61 -2.76 -0.74
H 2.12 -2.09 1.67
H -0.07 -1.54 2.32
H -0.20 -2.64 0.93
H -1.20 -1.98 -0.90
H -0.35 -0.51 -1.40
H -2.04 -0.41 -0.89
H 1.90 0.17 2.25
H 1.49 0.59 0.74
C 7.40 -4.98 -2.48
C 6.93 -4.68 -1.06
C 5.43 -4.88 -0.84
O 4.61 -3.86 -1.40
C 4.29 -4.01 -2.76
N 7.40 -3.36 -0.67
H 7.12 -4.17 -3.15
H 8.49 -5.06 -2.50
H 6.97 -5.91 -2.85
H 7.42 -5.40 -0.39
H 5.23 -4.86 0.23
H 5.11 -5.86 -1.23
H 4.16 -5.07 -3.03
H 5.05 -3.59 -3.43
H 3.35 -3.49 -2.93
H 7.23 -3.19 0.32
H 6.87 -2.65 -1.17
C 5.03 3.59 3.47
C 3.62 3.91 3.01
C 2.52 3.38 3.93
O 2.31 1.98 3.83
C 3.16 1.16 4.61
N 3.46 3.48 1.62
H 5.28 2.55 3.28
H 5.75 4.20 2.92
H 5.16 3.79 4.54
H 3.50 5.00 3.02
H 1.57 3.83 3.64
H 2.72 3.65 4.98
H 3.37 1.62 5.58
H 4.11 0.95 4.11
H 2.64 0.22 4.78
H 2.58 3.80 1.25
H 3.43 2.46 1.58
```

- Highest occupied orbital energy: -10.2 eV
- Charge: +1
- Gap between HOMO and LUMO: 4.272 eV
- F_max: 1.39 eV Å⁻¹


[5]
C19H53AlN4O6 | wB97M-V/def2-TZVPD

XYZ file:
```
83
Properties=species:S:1:pos:R:3
Al -2.34 0.30 -4.15
C 0.00 0.30 -0.78
O -1.13 0.20 -1.48
H 0.19 -0.51 -0.06
H 0.92 0.49 -1.36
H 0.14 1.17 -0.09
C -5.84 -0.49 1.35
C -4.74 0.58 1.40
C -3.62 0.15 2.41
O -2.68 1.19 2.47
C -1.88 1.01 3.66
N -4.14 0.63 0.06
H -5.49 -1.52 1.33
H -6.47 -0.32 0.48
H -6.45 -0.38 2.26
H -5.09 1.59 1.60
H -3.22 -0.81 2.12
H -4.17 0.10 3.36
H -1.32 0.08 3.61
H -2.52 1.18 4.53
H -1.17 1.82 3.81
H -3.76 -0.32 -0.15
H -3.31 1.23 0.13
C 0.53 4.55 0.48
C -0.37 3.82 1.40
C -1.12 4.81 2.34
O -0.25 5.34 3.31
C -0.72 6.59 3.79
N -1.44 3.07 0.72
H 0.93 3.88 -0.29
H 1.17 5.17 1.11
H -0.09 5.21 -0.14
H 0.10 3.15 2.13
H -1.99 4.33 2.80
H -1.49 5.59 1.66
H -0.01 6.79 4.59
H -1.70 6.66 4.28
H -0.60 7.36 3.02
H -1.11 2.19 0.29
H -2.07 2.54 1.35
C 2.37 1.39 -5.09
C 1.01 0.62 -4.97
C 1.31 -0.75 -4.39
O 0.13 -1.41 -3.99
C 0.49 -2.76 -3.65
N 0.06 1.47 -4.23
H 2.94 1.04 -5.95
H 3.00 1.26 -4.21
H 2.22 2.46 -5.25
H 0.54 0.48 -5.95
H 1.99 -0.68 -3.53
H 1.85 -1.23 -5.21
H -0.38 -3.40 -3.49
H 1.06 -2.80 -2.72
H 0.97 -3.22 -4.52
H 0.36 1.63 -3.27
H 0.17 2.39 -4.65
C 6.82 -3.81 0.29
C 5.48 -3.96 1.03
C 4.44 -2.93 0.54
O 3.36 -2.86 1.46
C 2.53 -1.78 1.14
N 5.19 -5.40 0.99
H 7.73 -4.00 0.86
H 6.90 -2.80 -0.14
H 6.90 -4.47 -0.57
H 5.68 -3.73 2.08
H 4.09 -3.17 -0.46
H 5.01 -2.00 0.54
H 2.13 -1.80 0.11
H 2.90 -0.76 1.23
H 1.64 -1.92 1.75
H 4.20 -5.53 1.19
H 5.67 -5.82 1.78
C -2.96 -4.08 0.38
C -2.07 -2.85 0.32
O -2.79 -1.81 -0.40
H -3.99 -3.79 0.57
H -2.68 -4.66 1.25
H -2.91 -4.63 -0.56
H -1.12 -3.02 -0.20
H -1.84 -2.43 1.30
H -2.12 -1.16 -0.69
```

- Highest occupied orbital energy: -13.0 eV
- Charge: +2
- Gap between HOMO and LUMO: 1.498 eV
- F_max: 2.72 eV Å⁻¹


Q: Number 5 is which compound?
A: C19H53AlN4O6


Q: Number 3 is which compound?
A: C19H52IN16O38PS